Record 1
# C3H12NOS

A 2-piece molecular cluster, C3H12NOS overall in a non-equilibrium geometry (ωB97M-V/def2-TZVPD, OMol25).

maximum force = 1.7 eV/A
molecular weight = 110.20 Da
charge = +1
gap between HOMO and LUMO = 8.76 eV
relative energy (zero: lowest compared OMol25 entry of this formula, charge and spin) = 14.0 kcal/mol

Atoms and positions in Å:
C -0.301 0.452 0.949
C -0.558 0.503 -0.542
C -1.901 1.236 -0.770
S -2.700 0.805 -2.344
N 1.048 -0.132 1.262
H -0.443 1.455 1.357
H -0.982 -0.167 1.458
H -0.678 -0.479 -0.978
H 0.148 1.134 -1.088
H -1.900 2.325 -0.844
H -2.572 1.068 0.075
H -3.127 -0.428 -2.036
H 1.204 -0.399 2.235
H 1.036 -1.045 0.794
H 1.901 0.311 0.940
H 3.245 -2.013 -0.939
H 3.469 -2.701 0.459
O 3.111 -1.926 0.010

Atoms 1-2, force components in eV/Å:
0.712 1.489 -0.557
-0.894 1.288 -0.148



Record 2
# C4H8O2

A 3-piece molecular cluster, C4H8O2 overall (ωB97M-V/def2-TZVPD, OMol25).

maximum force = 0.6 eV/A
structure (SMILES) = C=C.C=O.C=O
molecular weight = 88.11 Da
charge = 0
gap between HOMO and LUMO = 10.80 eV
relative energy (zero: lowest compared OMol25 entry of this formula, charge and spin) = 73.7 kcal/mol

Atoms and positions in Å:
C -1.665 -0.880 0.355
C -2.054 0.139 -0.406
H -2.256 -1.208 1.207
H -0.736 -1.418 0.174
H -1.468 0.469 -1.261
H -2.976 0.682 -0.210
C 0.676 1.530 0.540
O 1.232 1.468 -0.532
H 0.717 0.697 1.264
H 0.106 2.428 0.841
C 2.106 -0.966 -0.499
O 1.612 -1.416 0.510
H 3.103 -0.491 -0.502
H 1.603 -1.032 -1.481

Atoms 1-2, force components in eV/Å:
-0.041 0.127 -0.070
0.021 -0.123 0.075



Record 3
# C6H38O14

A 15-piece molecular cluster, C6H38O14 overall in a non-equilibrium geometry (ωB97M-V/def2-TZVPD, OMol25).

maximum force = 5.8 eV/A
molecular weight = 334.36 Da
charge = 0
gap between HOMO and LUMO = 8.00 eV
relative energy (zero: lowest compared OMol25 entry of this formula, charge and spin) = 97.6 kcal/mol

Atoms and positions in Å:
C -3.469 -1.994 -0.665
C -2.379 -0.908 -0.411
C -2.409 0.312 -1.023
C -3.314 0.750 -2.081
C -3.284 1.959 -2.555
C -1.666 -1.243 0.889
H -3.219 -3.032 -0.520
H -3.914 -2.058 -1.667
H -4.094 -1.661 0.175
H -1.812 1.127 -0.507
H -4.013 -0.092 -2.544
H -2.404 2.600 -2.406
H -3.958 2.286 -3.292
H -1.130 -2.222 0.859
H -2.230 -1.362 1.777
H -0.940 -0.314 1.223
H 0.380 -4.213 -1.680
H -1.119 -3.851 -1.374
O -0.528 -4.175 -2.065
H -1.952 -0.590 3.741
H -3.452 -0.364 3.778
O -2.731 -1.071 3.796
H 3.906 4.071 -0.605
H 2.711 3.074 -1.047
O 3.453 3.253 -0.432
H 0.665 2.973 2.934
H -0.075 3.546 1.845
O -0.253 3.174 2.690
H -1.030 -2.509 -3.645
H 0.374 -3.014 -3.697
O -0.147 -2.249 -4.005
H 0.936 -1.268 -3.131
H 1.069 -0.318 -1.842
O 1.536 -0.966 -2.427
H 2.457 1.006 -1.767
H 1.591 1.031 -0.521
O 1.790 1.532 -1.268
H 0.880 2.779 -0.208
H 1.311 3.842 0.606
O 0.553 3.553 0.145
H 1.779 -3.197 -0.171
H 2.587 -3.462 -1.437
O 1.864 -3.844 -0.980
H 0.429 0.733 4.129
H 0.718 -0.596 3.962
O 1.171 0.204 3.805
H 3.395 -1.791 -2.351
H 3.329 -1.194 -0.926
O 3.692 -2.010 -1.434
H 4.160 2.551 2.618
H 4.102 1.911 1.180
O 3.768 1.879 2.169
H 1.603 0.699 1.988
H 2.752 -0.300 1.400
O 1.754 0.031 1.246
H -2.171 2.222 2.214
H -1.045 1.412 2.865
O -1.976 1.355 2.653

Atoms 1-2, force components in eV/Å:
0.628 1.155 -0.225
-1.108 -0.348 -0.040



Record 4
# C9H6I2N2S

C9H6I2N2S as an isolated structure in a non-equilibrium geometry (ωB97M-V/def2-TZVPD, OMol25).

maximum force = 3.5 eV/A
molecular weight = 428.04 Da
charge = 0
gap between HOMO and LUMO = 7.56 eV
relative energy (zero: lowest compared OMol25 entry of this formula, charge and spin) = 40.3 kcal/mol

Atoms and positions in Å:
C 3.729 -0.162 0.220
C 2.170 -0.053 0.372
I 1.469 0.373 2.392
C 1.301 -0.222 -0.684
I 2.142 -0.638 -2.649
C -0.218 -0.138 -0.415
C -0.981 -1.386 -0.577
C -2.475 -1.471 -0.340
C -3.240 -0.304 0.080
C -2.472 0.974 0.272
N -2.971 2.196 0.691
S -1.679 3.263 0.767
N -0.392 2.305 0.252
C -0.976 1.079 0.027
H 4.215 0.752 -0.211
H 3.942 -1.110 -0.345
H 4.166 -0.314 1.254
H -0.443 -2.329 -0.876
H -2.948 -2.473 -0.492
H -4.339 -0.341 0.261

Atoms 1-2, force components in eV/Å:
-0.549 -0.591 1.474
0.272 -0.028 -1.801



Record 5
# CHFO2S

A 2-piece molecular cluster, CHFO2S overall in a non-equilibrium geometry (ωB97M-V/def2-TZVPD, OMol25).

maximum force = 4.2 eV/A
structure (SMILES) = O=C=O.FS
molecular weight = 96.08 Da
charge = 0
gap between HOMO and LUMO = 9.79 eV
relative energy (zero: lowest compared OMol25 entry of this formula, charge and spin) = 1.6 kcal/mol

Atoms and positions in Å:
O -3.239 0.960 1.051
C -2.851 0.518 0.055
O -2.510 0.070 -0.958
F 1.020 0.163 0.326
S 0.008 1.310 -0.074
H 0.957 2.059 -0.284

Atoms 1-2, force components in eV/Å:
0.113 0.082 0.175
-0.548 -0.162 -0.202



Record 6
# CH3IO4S

A 2-piece molecular cluster, CH3IO4S overall in a non-equilibrium geometry (ωB97M-V/def2-TZVPD, OMol25).

maximum force = 1.3 eV/A
molecular weight = 238.00 Da
charge = 0
gap between HOMO and LUMO (spin up / spin down) = 7.20 / 8.47 eV
relative energy (zero: lowest compared OMol25 entry of this formula, charge and spin) = 77.9 kcal/mol

Atoms and positions in Å:
C 0.401 -0.048 0.130
O 2.875 1.680 0.293
O 3.625 0.759 -1.863
O 1.408 -1.040 -0.017
O 1.026 -2.044 -0.774
S 3.424 0.580 -0.456
I 5.627 0.005 0.574
H -0.198 0.023 -0.781
H 0.892 0.893 0.368
H -0.244 -0.336 0.966

Atoms 1-2, force components in eV/Å:
-1.210 0.354 0.295
0.038 -0.123 0.121